*a*
Here is a cluster of 2 separate species, CHF4NOS in total from OMol25. Energies are from the ωB97M-V functional and the def2-TZVPD basis.

Last column: Löwdin charge in e.
Cartesian coordinates (Å):
C (1.38, 0.58, -0.08)  -0.73
N (-1.36, -0.44, -0.52)  -0.29
O (-3.00, 0.37, 0.50)  -0.12
F (2.52, -0.11, -0.02)  0.13
F (1.47, 1.45, -1.07)  0.12
F (1.16, 1.27, 1.03)  0.16
F (0.80, -1.76, 0.48)  -0.40
S (0.09, -0.74, -0.77)  1.10
H (-3.06, -0.64, 0.46)  0.02

Lowest unoccupied orbital energy (spin up / spin down): -0.043 / -0.106 Ha
Gap between HOMO and LUMO (spin up / spin down): 9.67 / 8.72 eV
HOMO energy (spin up / spin down): -0.3990 / -0.4263 hartree
Spin multiplicity: 1

---

*b*
Here is a cluster of 2 separate species, CHF4NOS in total from OMol25. Energies are from the ωB97M-V functional and the def2-TZVPD basis.

Last column: Löwdin charge in e.
Cartesian coordinates (Å):
C (0.96, 0.91, -0.36)  -0.69
N (-2.48, -0.60, 1.10)  0.12
O (-0.12, -1.65, -1.27)  -0.40
F (2.15, 0.97, -0.86)  0.18
F (0.14, 1.84, -0.86)  0.12
F (1.09, 1.08, 1.00)  0.04
F (1.60, -1.45, 0.53)  -0.35
S (0.05, -0.86, -0.12)  1.05
H (-3.39, -0.26, 0.83)  -0.07

Lowest unoccupied orbital energy (spin up / spin down): -0.076 / -0.073 Ha
Gap between HOMO and LUMO (spin up / spin down): 8.63 / 8.67 eV
HOMO energy (spin up / spin down): -0.3936 / -0.3914 hartree
Spin multiplicity: 1

---

Relative to the most stable structure, the computed energies are *a* 0.173; *b* 0.000, all in eV.

---

*a*
Here is an isolated molecule of C2H5NOS2 from OMol25. Energies are from the ωB97M-V functional and the def2-TZVPD basis.

Last column: Löwdin charge in e.
Cartesian coordinates (Å):
O (-0.27, 2.28, -0.28)  0.04
C (0.01, 1.14, 0.06)  -0.62
C (-1.07, 0.31, 0.78)  -0.49
S (-1.78, -0.96, -0.28)  0.71
N (1.28, 0.65, -0.10)  -0.37
S (1.73, -0.95, -0.05)  0.78
H (-1.91, 1.02, 0.90)  0.09
H (-0.69, -0.13, 1.67)  0.06
H (-0.88, -1.92, -0.08)  -0.19
H (1.88, 1.30, -0.62)  0.11
H (2.00, -1.15, 1.26)  -0.13

Lowest unoccupied orbital energy: 0.017 Ha
Gap between HOMO and LUMO: 9.59 eV
Structure (SMILES): O=C(CS)NS
HOMO energy: -0.3356 hartree
Spin multiplicity: 1

---

*b*
Here is a structure of composition C2H5NOS2 from OMol25. Energies are from the ωB97M-V functional and the def2-TZVPD basis.

Last column: Löwdin charge in e.
Cartesian coordinates (Å):
C (-1.40, -0.32, -0.08)  -0.10
C (0.16, -0.20, -0.14)  -1.10
N (0.98, 0.65, 1.02)  -0.16
O (2.04, 0.17, 1.34)  -0.12
S (0.51, 1.36, -1.09)  0.78
S (1.15, -1.55, -0.51)  0.79
H (-1.59, -0.97, -0.87)  0.07
H (-1.74, 0.64, 0.02)  0.03
H (-1.61, -0.81, 0.77)  0.05
H (-0.60, 2.14, -0.82)  -0.09
H (2.10, -1.10, 0.34)  -0.12

Lowest unoccupied orbital energy: -0.004 Ha
Gap between HOMO and LUMO: 9.06 eV
HOMO energy: -0.3375 hartree
Spin multiplicity: 1

---

Relative to the most stable structure, the computed energies are *a* 0.000; *b* 3.647, all in eV.

---

*a*
Here is an isolated molecule of C17H27N3O6S from OMol25. Energies are from the ωB97M-V functional and the def2-TZVPD basis.

Last column: Löwdin charge in e.
Cartesian coordinates (Å):
C (4.14, 2.42, 0.79)  -0.06
C (4.44, 1.15, 0.02)  -0.20
O (3.50, 0.93, -1.03)  0.01
C (2.35, 0.35, -0.69)  -0.43
O (2.05, 0.06, 0.45)  0.08
C (1.47, 0.14, -1.85)  -0.07
C (1.27, 0.97, -2.93)  -0.23
C (1.85, 2.29, -3.27)  0.00
N (0.33, 0.38, -3.72)  0.14
C (-0.07, -0.82, -3.20)  -0.27
C (-1.07, -1.68, -3.87)  -0.01
C (0.61, -0.99, -2.01)  -0.18
S (0.66, -2.45, -0.99)  0.66
O (2.04, -2.82, -0.91)  -0.26
O (-0.28, -3.40, -1.51)  -0.29
N (0.17, -2.03, 0.52)  -0.08
C (-1.24, -1.91, 0.81)  -0.36
C (-1.45, -1.67, 2.31)  -0.10
C (-1.01, -0.26, 2.71)  -0.12
N (-1.68, 0.73, 1.89)  -0.03
C (-2.63, 1.58, 2.33)  -0.54
O (-3.25, 2.33, 1.61)  0.08
O (-2.80, 1.52, 3.67)  -0.01
C (-3.73, 2.45, 4.22)  -0.22
C (-3.11, 3.84, 4.37)  -0.06
C (-1.45, 0.58, 0.47)  -0.11
C (-1.93, -0.79, 0.01)  -0.10
H (4.12, 3.28, 0.12)  0.08
H (3.17, 2.34, 1.29)  0.07
H (4.91, 2.58, 1.55)  0.08
H (5.41, 1.21, -0.48)  0.13
H (4.43, 0.28, 0.70)  0.13
H (1.07, 3.06, -3.25)  0.09
H (2.28, 2.27, -4.27)  0.09
H (2.62, 2.55, -2.56)  0.07
H (-0.01, 0.76, -4.59)  0.17
H (-0.77, -1.89, -4.90)  0.09
H (-2.04, -1.20, -3.89)  0.09
H (-1.14, -2.62, -3.32)  0.06
H (0.77, -1.29, 0.88)  0.07
H (-1.67, -2.87, 0.51)  0.14
H (-2.51, -1.80, 2.53)  0.12
H (-0.88, -2.40, 2.87)  0.12
H (0.07, -0.15, 2.56)  0.12
H (-1.25, -0.07, 3.75)  0.12
H (-4.00, 2.03, 5.19)  0.12
H (-4.61, 2.50, 3.57)  0.12
H (-3.83, 4.50, 4.85)  0.08
H (-2.21, 3.78, 4.98)  0.08
H (-2.86, 4.23, 3.39)  0.07
H (-0.38, 0.69, 0.28)  0.11
H (-1.99, 1.38, -0.04)  0.13
H (-3.01, -0.86, 0.18)  0.13
H (-1.74, -0.92, -1.05)  0.09

Lowest unoccupied orbital energy: 0.019 Ha
Gap between HOMO and LUMO: 9.22 eV
Structure (SMILES): CCOC(=O)c1c(C)[nH]c(C)c1S(=O)(=O)NC1CCN(C(=O)OCC)CC1
HOMO energy: -0.3192 hartree
Spin multiplicity: 1

---

*b*
Here is an isolated molecule of C17H27N3O6S from OMol25. Energies are from the ωB97M-V functional and the def2-TZVPD basis.

Last column: Löwdin charge in e.
Cartesian coordinates (Å):
C (-0.49, -3.84, 0.14)  -0.06
O (-0.61, -2.49, 0.54)  -0.11
C (-1.76, -1.82, 0.30)  -0.18
C (-2.91, -2.46, -0.17)  0.01
C (-4.08, -1.77, -0.40)  0.01
C (-4.11, -0.41, -0.16)  -0.15
N (-5.31, 0.33, -0.42)  -0.36
O (-6.33, -0.30, -0.63)  0.08
O (-5.24, 1.54, -0.43)  0.09
C (-2.99, 0.25, 0.32)  0.05
C (-1.79, -0.42, 0.54)  -0.16
N (-0.72, 0.33, 1.00)  -0.13
C (0.54, -0.22, 1.44)  -0.09
C (1.48, -0.37, 0.24)  -0.48
O (1.05, -0.51, -0.89)  0.05
N (2.78, -0.36, 0.55)  0.12
C (3.83, -0.32, -0.45)  -0.26
C (4.89, -1.40, -0.13)  -0.37
C (5.78, -1.07, 1.06)  -0.07
C (5.74, -1.70, -1.36)  -0.07
C (4.38, 1.12, -0.64)  -0.35
C (4.32, 1.97, 0.63)  -0.06
C (3.59, 1.83, -1.73)  -0.05
S (-0.51, 1.90, 0.34)  0.67
C (-0.82, 1.76, -1.43)  -0.08
O (0.87, 2.22, 0.55)  -0.29
O (-1.48, 2.77, 0.93)  -0.28
H (0.55, -4.10, 0.34)  0.10
H (-0.69, -3.96, -0.93)  0.10
H (-1.15, -4.49, 0.72)  0.10
H (-2.89, -3.52, -0.36)  0.11
H (-4.96, -2.27, -0.77)  0.12
H (-3.05, 1.31, 0.53)  0.11
H (0.96, 0.48, 2.16)  0.13
H (0.37, -1.18, 1.93)  0.14
H (3.05, -0.13, 1.50)  0.14
H (3.34, -0.62, -1.38)  0.14
H (4.32, -2.31, 0.11)  0.14
H (5.19, -0.90, 1.96)  0.07
H (6.45, -1.91, 1.26)  0.08
H (6.39, -0.20, 0.86)  0.08
H (5.11, -1.97, -2.21)  0.08
H (6.41, -2.53, -1.16)  0.08
H (6.34, -0.84, -1.64)  0.07
H (5.42, 1.04, -0.96)  0.12
H (4.81, 1.48, 1.47)  0.07
H (4.83, 2.91, 0.45)  0.09
H (3.29, 2.19, 0.88)  0.06
H (3.99, 2.83, -1.90)  0.08
H (3.62, 1.28, -2.67)  0.08
H (2.55, 1.93, -1.42)  0.06
H (-0.43, 2.67, -1.87)  0.08
H (-0.28, 0.90, -1.79)  0.05
H (-1.89, 1.68, -1.61)  0.06

Lowest unoccupied orbital energy: -0.009 Ha
Gap between HOMO and LUMO: 8.42 eV
Structure (SMILES): COc1ccc([N+](=O)[O-])cc1N(CC(=O)NC(C(C)C)C(C)C)S(C)(=O)=O
HOMO energy: -0.3190 hartree
Spin multiplicity: 1

---

Relative to the most stable structure, the computed energies are *a* 0.000; *b* 4.321, all in eV.

---

*a*
Here is a cluster of 2 separate species, C5H12NS2 in total from OMol25. Energies are from the ωB97M-V functional and the def2-TZVPD basis.

Last column: Löwdin charge in e.
Cartesian coordinates (Å):
C (0.87, -0.37, 2.12)  -0.14
C (1.39, 0.84, 1.99)  0.11
C (0.26, -2.43, 1.12)  0.18
N (0.61, -1.21, 1.00)  0.02
H (0.63, -0.84, 3.06)  0.13
H (1.62, 1.28, 1.03)  0.06
H (1.58, 1.43, 2.88)  0.09
H (0.07, -3.02, 0.24)  0.12
H (0.19, -2.85, 2.12)  0.12
H (0.66, -0.80, 0.03)  0.05
C (-1.57, 1.48, -0.52)  -0.16
C (-0.94, 1.18, -1.87)  -0.56
S (0.81, 0.62, -1.71)  0.44
S (0.98, -0.69, -3.33)  0.40
H (-1.00, 2.24, 0.02)  0.07
H (-1.63, 0.58, 0.10)  0.06
H (-2.58, 1.86, -0.66)  0.08
H (-0.96, 2.05, -2.53)  0.08
H (-1.46, 0.37, -2.38)  0.06
H (0.44, -1.74, -2.69)  -0.21

Lowest unoccupied orbital energy: -0.187 Ha
Total charge: +1
Gap between HOMO and LUMO: 7.84 eV
HOMO energy: -0.4756 hartree
Spin multiplicity: 1

---

*b*
Here is a cluster of 2 separate species, C5H12NS2 in total from OMol25. Energies are from the ωB97M-V functional and the def2-TZVPD basis.

Last column: Löwdin charge in e.
Cartesian coordinates (Å):
C (-0.38, -0.87, 3.30)  -0.20
C (0.06, 0.64, -0.02)  -0.83
C (0.86, 0.27, -2.58)  -0.53
C (-0.96, -0.86, 2.11)  -0.11
C (1.38, 1.64, -2.92)  -0.15
N (-0.94, -0.08, 4.32)  0.10
S (1.14, -0.27, -0.91)  1.06
S (-1.33, 1.52, -0.30)  0.94
H (0.30, -1.53, 3.63)  0.09
H (0.11, 0.29, 1.03)  -0.03
H (-0.21, 0.38, -2.76)  0.06
H (-1.80, -0.13, 1.87)  0.08
H (-0.82, -1.70, 1.43)  0.07
H (1.42, -0.44, -3.22)  0.10
H (2.18, 1.66, -3.76)  0.12
H (2.02, 1.79, -1.94)  0.09
H (0.71, 2.46, -2.94)  0.05
H (-1.77, 0.38, 4.23)  0.05
H (-0.51, 0.00, 5.19)  0.07
H (-1.60, 1.41, -1.66)  -0.05

Lowest unoccupied orbital energy: -0.203 Ha
Total charge: +1
Gap between HOMO and LUMO: 6.23 eV
HOMO energy: -0.4319 hartree
Spin multiplicity: 1

---

Relative to the most stable structure, the computed energies are *a* 0.000; *b* 1.996, all in eV.